# 1
13
Properties=species:S:1:pos:R:3 method="wB97M-V/def2-TZVPD" de_lowest_ev=3.299 smiles="C=C(C)O.O"
C 0.237 1.227 2.075
C -0.084 0.861 0.839
O -1.278 0.194 0.553
C 0.942 0.518 -0.219
H 0.966 2.025 2.322
H 0.022 0.554 2.914
H -0.995 -0.784 0.556
H 1.748 0.970 0.394
H 0.682 0.999 -1.179
H 1.278 -0.611 -0.412
H 0.525 -2.588 -2.029
H 0.314 -1.477 -3.196
O -0.111 -2.034 -2.496

***

# 2
13
Properties=species:S:1:pos:R:3 method="wB97M-V/def2-TZVPD" de_lowest_ev=2.251 smiles="C=CO.CO"
C -0.836 2.316 -0.557
O -0.288 1.005 -0.493
H -1.842 2.221 -0.157
H -0.221 3.067 -0.027
H -0.781 2.723 -1.568
H 0.664 1.051 -0.635
C 0.864 -2.259 -0.275
C 0.511 -1.846 0.945
O -0.711 -1.224 1.115
H 1.791 -2.824 -0.346
H 0.534 -1.708 -1.150
H 0.912 -2.236 1.883
H -0.597 -0.286 1.265

***

# 3
13
Properties=species:S:1:pos:R:3 method="wB97M-V/def2-TZVPD" de_lowest_ev=1.186 smiles="CC=O.CO"
C 1.923 1.058 0.317
O 0.783 0.934 1.135
C -0.901 -1.391 -0.358
C -1.915 -0.290 -0.324
O -1.657 0.896 -0.285
H 2.628 1.760 0.776
H 2.431 0.085 0.220
H 1.682 1.430 -0.689
H 0.113 -0.989 -0.389
H -1.017 -2.008 0.540
H -1.097 -2.039 -1.219
H -2.973 -0.620 -0.341
H 0.000 1.172 0.617

***

# 4
13
Properties=species:S:1:pos:R:3 method="wB97M-V/def2-TZVPD" de_lowest_ev=6.307
C 0.578 -1.173 -0.224
C 0.208 0.010 0.591
C -1.025 0.738 -0.033
H 0.632 -1.090 -1.125
H -0.333 -2.219 -0.173
H 1.585 -1.644 -0.075
H -0.109 -0.237 1.922
H 1.960 0.291 0.877
H -2.071 -0.087 -0.211
H -1.340 1.572 0.773
H -0.319 1.734 -1.497
O 1.064 1.074 0.540
O -0.830 1.031 -1.366

***

# 5
13
Properties=species:S:1:pos:R:3 method="wB97M-V/def2-TZVPD" de_lowest_ev=3.115 smiles="O=CCO.C"
C -1.209 0.805 -0.126
C -0.036 -1.080 0.036
O 0.123 -1.423 -1.128
C 1.130 -0.274 0.615
O 1.473 0.548 -0.494
H -1.263 1.828 -0.454
H -1.539 0.768 0.926
H -1.933 0.229 -0.723
H -0.818 -1.517 0.673
H 1.238 -0.104 -1.216
H 0.926 0.334 1.505
H 1.953 -0.968 0.793
H -0.046 0.854 -0.407

***

# 6
13
Properties=species:S:1:pos:R:3 method="wB97M-V/def2-TZVPD" de_lowest_ev=4.122
C -1.744 0.226 0.324
C -0.363 -0.230 -0.158
O -0.223 -0.252 -1.507
C 0.743 0.394 0.578
O 2.129 -0.696 -0.506
H -1.914 1.256 0.008
H -1.853 0.154 1.413
H -2.492 -0.407 -0.154
H -0.225 -1.258 0.272
H 1.070 -0.635 -1.490
H 1.242 1.260 0.215
H 0.773 0.258 1.658
H 2.857 -0.069 -0.654

***

# 7
13
Properties=species:S:1:pos:R:3 method="wB97M-V/def2-TZVPD" de_lowest_ev=3.681
O 0.441 -0.413 -1.173
C 0.305 0.894 -0.600
C -1.004 0.973 0.162
C 0.580 -1.690 1.685
O -0.300 -2.092 0.809
H 1.282 -0.455 -1.644
H 0.309 1.636 -1.409
H 1.154 1.106 0.066
H -1.840 0.737 -0.502
H -1.136 1.988 0.548
H 1.341 -1.119 1.071
H -1.031 0.287 1.006
H -0.122 -1.764 -0.109

***

# 8
13
Properties=species:S:1:pos:R:3 method="wB97M-V/def2-TZVPD" de_lowest_ev=1.815 smiles="C=O.CCO"
O 1.921 -1.318 1.440
C 2.171 -0.328 0.800
H 1.348 0.347 0.538
H 3.196 -0.185 0.436
C -1.319 0.562 -0.091
O -0.549 -0.562 -0.605
C -1.835 1.392 -1.266
H -0.717 1.121 0.621
H -2.212 0.197 0.427
H -1.245 -1.206 -0.662
H -2.636 2.044 -0.903
H -2.304 0.744 -2.010
H -1.084 2.015 -1.743

***

# 9
13
Properties=species:S:1:pos:R:3 method="wB97M-V/def2-TZVPD" de_lowest_ev=1.140 smiles="CCC=O.O"
O -0.180 -1.951 1.214
C -0.829 -0.903 1.424
C 1.271 0.336 1.844
C -0.179 0.440 1.382
H -1.917 -0.826 1.663
H 1.871 -0.043 1.000
H 1.389 -0.353 2.697
H 1.660 1.326 2.136
H -0.678 1.132 2.088
H -0.192 0.913 0.381
O -0.531 -0.338 -5.140
H -1.219 -0.332 -5.843
H -0.467 0.599 -4.847